A cluster of 2 separate species, C3H11N3 in total at a distorted geometry, computed with ωB97M-V with the def2-TZVPD basis set.

Geometry (Å):
H1 0.080 2.000 0.466
C1 -0.657 0.346 -1.859
H2 -1.492 0.243 0.623
H3 0.528 -1.695 -0.262
H4 -0.401 1.386 -2.039
H5 1.384 2.272 -0.356
N1 -1.167 -0.557 0.085
C2 0.305 -0.753 0.249
N2 0.913 0.300 -0.507
H6 -1.729 -1.393 -0.080
H7 1.780 -1.031 1.790
H8 0.197 -1.724 2.201
N3 0.955 1.538 0.198
H9 0.468 0.032 2.272
H10 -1.733 0.265 -1.995
H11 -0.133 -0.346 -2.508
C3 0.701 -0.880 1.722

Results
energy above the lowest of the compared OMol25 structures with the same formula, charge and spin: 119.3 kcal/mol
DFT total energy: -284.98766 Ha
E_LUMO (alpha / beta): 0.96 / 0.96 eV
frontier orbital gap (alpha / beta): 8.1 / 8.1 eV
total charge: 0